29
Properties=species:S:1:pos:R:3 method="wB97M-V/def2-TZVPD" relative_energy_kcal_mol=44.6 homo_lumo_gap_ev=7.53 charge=0
O 1.533 1.664 -1.872
O 0.334 1.588 1.481
O 1.400 -0.757 -1.725
C 0.537 0.251 1.015
C 0.216 1.748 2.887
C 1.803 -1.216 -3.042
C -0.377 -2.078 0.828
C -1.475 -2.921 0.597
C -2.805 -2.385 0.459
C -2.952 -1.037 0.405
C 1.341 3.020 -1.344
C -1.829 -0.177 0.701
C -0.570 -0.688 0.895
B 1.334 0.518 -1.326
H 1.030 -0.803 -3.756
H -2.007 0.898 0.498
H -1.187 -3.933 0.500
H 0.592 3.002 -0.538
H -3.723 -3.008 0.187
H 1.800 -2.318 -3.014
H 0.992 3.681 -2.122
H -0.791 1.735 3.372
H 2.770 -0.702 -3.407
H 0.889 0.993 3.420
H 2.416 3.392 -1.187
H 0.523 -2.613 1.201
H 1.405 -0.036 1.467
H 0.731 2.638 3.255
H -3.932 -0.452 0.163